This record from OMol25 describes an isolated molecule of C20H20BrClF2N2O. The level of theory is ωB97M-V/def2-TZVPD.

Computed properties:
Molecular weight in g mol⁻¹: 457.7
Charge: 0
Multiplicity: 1
Total energy in a.u.: -4192.8434
SMILES: Cc1ccc(F)cc1CN[C@@H]1C[C@@H](F)CN(C(=O)c2ccc(Br)c(Cl)c2)C1
Orbital gap in eV: 9.523
ΔE to the lowest compared entry with this formula, charge and spin in eV: 0.241
E_HOMO in eV: -9.039

Structure (XYZ):
```
47
C20H20BrClF2N2O ωB97M-V/def2-TZVPD
C 0.53 2.06 -1.98
C 0.03 2.16 -0.57
C -0.05 3.39 0.07
C -0.51 3.51 1.37
C -0.91 2.38 2.03
F -1.37 2.47 3.29
C -0.84 1.13 1.44
C -0.36 1.01 0.14
C -0.23 -0.36 -0.47
N 1.17 -0.77 -0.62
C 1.87 -1.03 0.64
C 2.64 0.21 1.11
C 3.53 -0.06 2.30
F 2.74 -0.29 3.43
C 4.39 -1.30 2.08
N 3.55 -2.42 1.72
C 2.93 -3.33 2.54
O 2.02 -4.02 2.10
C 3.35 -3.56 3.98
C 3.91 -2.66 4.88
C 4.25 -3.07 6.16
C 4.07 -4.38 6.56
Br 4.57 -4.88 8.31
C 3.51 -5.28 5.67
Cl 3.24 -6.93 6.11
C 3.15 -4.87 4.40
C 2.86 -2.17 0.45
H -0.24 1.65 -2.64
H 0.81 3.04 -2.36
H 1.40 1.40 -2.05
H 0.26 4.28 -0.47
H -0.57 4.48 1.86
H -1.15 0.26 2.00
H -0.79 -1.07 0.15
H -0.68 -0.36 -1.46
H 1.19 -1.61 -1.19
H 1.17 -1.35 1.42
H 3.27 0.54 0.27
H 1.97 1.04 1.35
H 4.16 0.81 2.52
H 5.07 -1.11 1.24
H 5.02 -1.54 2.93
H 4.01 -1.61 4.66
H 4.66 -2.35 6.86
H 2.70 -5.58 3.72
H 2.36 -3.08 0.13
H 3.62 -1.89 -0.30
```